Record 1
14
Properties=species:S:1:pos:R:3 method="wB97M-V/def2-TZVPD" de_lowest_kj_mol=147.2 energy_ha=-542.1506 gap_ev="6.25 / 6.78" total_charge=+2
C 0.319 -0.332 -2.391
C 0.190 -0.559 -0.001
N 0.813 -0.732 -1.298
N -0.947 0.872 1.509
N -0.444 0.759 0.297
I 0.544 0.481 4.256
H -0.593 0.191 -2.454
H 0.811 -0.575 -3.278
H -0.664 -1.224 0.282
H 1.029 -0.942 0.661
H 1.645 -1.378 -1.392
H -1.241 1.744 1.882
H -1.715 0.129 1.690
H 0.251 1.567 0.237



Record 2
17
Properties=species:S:1:pos:R:3 method="wB97M-V/def2-TZVPD" de_lowest_kj_mol=229.5 energy_ha=-748.3295 gap_ev=6.19 total_charge=-1
I 0.573 2.191 -0.280
C 2.190 -3.088 -6.149
O 2.364 -3.352 -7.312
N 1.756 -4.004 -5.260
N 2.219 -1.902 -5.730
H 2.057 -3.836 -4.311
H 1.343 -4.803 -5.719
H 2.427 -1.311 -6.522
H 1.780 -1.658 -4.854
C -2.453 2.846 6.162
O -3.344 3.198 6.862
N -2.424 1.720 5.552
N -1.421 3.626 5.768
H -3.223 1.105 5.608
H -1.831 1.720 4.734
H -1.150 4.364 6.402
H -0.864 3.185 5.049